(1)
Below is a structure of composition C36H36BrLaN9O2SbSe5 at a distorted geometry, with properties calculated with ωB97M-V with the def2-TZVPD basis set.

Output
Charge ... -2
Calculated total energy ... -16889.778922 a.u.
Relative energy (zero: lowest compared OMol25 entry of this formula, charge and spin) ... 3.114 eV
Gap between HOMO and LUMO (spin up / spin down) ... 5.047 / 4.883 eV
HOMO (spin up / spin down) ... -1.547 / -1.547 eV

Each line ends with the Löwdin charge.
Atoms and positions in Å:
La1 0.5855 -1.0137 0.0499  0.89
O1 -0.1414 -2.7035 3.9992  0.05
C1 0.9769 -2.4805 4.7243  -0.25
C2 0.9993 -2.9575 6.0317  -0.02
C3 2.1175 -2.7768 6.8274  -0.11
C4 3.2409 -2.1325 6.3215  -0.12
C5 3.2115 -1.6598 5.0208  -0.05
C6 2.0859 -1.7992 4.2202  -0.09
C7 2.1811 -1.2504 2.8208  -0.46
O2 1.1170 -1.5292 2.0468  -0.53
N1 2.3447 0.2210 2.9381  0.03
N2 2.4017 0.9455 1.8366  -0.05
C8 2.9488 2.1023 1.8705  -0.21
C9 2.9624 2.9594 0.6992  -0.57
Br1 2.1511 2.1512 -0.8112  0.81
C10 3.5432 4.1570 0.6221  -0.11
C11 3.5028 5.0374 -0.5603  -0.26
C12 4.6666 5.6144 -1.0672  -0.04
C13 4.6168 6.4138 -2.1970  -0.10
C14 3.4051 6.6582 -2.8259  -0.11
C15 2.2402 6.1079 -2.3129  -0.08
C16 2.2912 5.3101 -1.1882  -0.09
H1 0.0588 -2.4359 3.0763  0.05
H2 0.1186 -3.4756 6.4032  0.11
H3 2.1216 -3.1483 7.8441  0.09
H4 4.1295 -2.0243 6.9279  0.09
H5 4.0997 -1.1932 4.5973  0.12
H6 3.0697 -1.6650 2.3370  0.07
H7 2.8795 0.5550 3.7378  0.13
H8 3.4208 2.4962 2.7707  0.12
H9 4.1047 4.5107 1.4884  0.12
H10 5.6154 5.4077 -0.5946  0.11
H11 5.5298 6.8422 -2.5953  0.10
H12 3.3694 7.2769 -3.7134  0.09
H13 1.2829 6.2922 -2.7851  0.10
H14 1.3829 4.8788 -0.7898  0.09
Se1 2.6917 -4.6437 -2.2893  -0.22
Sb1 2.2093 -3.3136 -0.3165  -0.27
Se2 3.2392 -0.9871 -0.6169  0.00
Se3 -0.3225 -3.6144 0.1511  0.03
Se4 3.4427 -4.4625 1.4257  -0.20
Se5 -1.1136 1.4639 0.0827  0.94
N3 -1.5173 -0.2310 0.5816  -0.51
C17 -2.3287 -0.1641 1.6353  -0.39
C18 -2.7761 -1.2911 2.3451  -0.03
C19 -3.7321 -1.1086 3.3037  -0.09
C20 -4.2500 0.1757 3.5768  -0.11
C21 -3.7840 1.2927 2.9352  -0.05
C22 -2.7963 1.1440 1.9344  -0.42
N4 -2.2957 2.1647 1.2215  -0.27
H15 -2.3714 -2.2653 2.1134  0.09
H16 -4.1135 -1.9648 3.8559  0.11
H17 -5.0278 0.2808 4.3235  0.09
H18 -4.1628 2.2855 3.1514  0.10
C23 -2.8403 -1.1984 -1.0776  -0.01
C24 -4.0085 -1.4102 -0.3462  -0.31
C25 -4.8927 -0.3420 -0.0616  -0.03
C26 -6.0572 -0.5651 0.6286  -0.04
C27 -6.3703 -1.8494 1.0732  -0.25
C28 -5.4754 -2.9099 0.8687  -0.04
C29 -4.3080 -2.6892 0.1891  -0.04
C30 -7.6330 -2.0726 1.6918  -0.22
N5 -8.6681 -2.2349 2.1583  0.12
H19 -2.7411 -0.2725 -1.6156  0.04
H20 -2.2216 -2.0315 -1.3691  0.01
H21 -4.6481 0.6595 -0.4033  0.12
H22 -6.7283 0.2592 0.8351  0.12
H23 -5.7108 -3.8973 1.2402  0.11
H24 -3.5970 -3.4967 0.0474  0.10
C31 0.8992 0.5271 -3.4005  -0.25
N6 0.4454 -0.8403 -3.1202  -0.11
C32 1.3587 -1.7709 -3.8311  -0.23
N7 1.3921 -1.4992 -5.2647  -0.08
C33 1.8174 -0.1239 -5.4716  -0.18
N8 0.9159 0.8358 -4.8296  -0.08
C34 -0.4247 0.6278 -5.3645  -0.19
N9 -0.9008 -0.7365 -5.1515  -0.09
C35 -0.8879 -0.9920 -3.7170  -0.19
C36 0.0441 -1.6600 -5.7893  -0.18
H25 1.9133 0.6204 -3.0124  0.05
H26 0.2374 1.2363 -2.8998  0.09
H27 1.0418 -2.7893 -3.6435  0.05
H28 2.3517 -1.6672 -3.4029  0.06
H29 1.8373 0.0976 -6.5452  0.12
H30 2.8134 -0.0013 -5.0606  0.13
H31 -0.4192 0.8472 -6.4355  0.12
H32 -1.1199 1.3207 -4.8752  0.12
H33 -1.2325 -2.0074 -3.5198  0.13
H34 -1.5656 -0.2873 -3.2435  0.10
H35 0.0474 -1.4633 -6.8656  0.12
H36 -0.2874 -2.6770 -5.6005  0.13


(2)
Below is an isolated molecule of C6H10FN at a distorted geometry, with properties calculated with ωB97M-V with the def2-TZVPD basis set.

Output
Calculated total energy ... -389.023680 a.u.
Relative energy (zero: lowest compared OMol25 entry of this formula, charge and spin) ... 5.196 eV
Gap between HOMO and LUMO ... 9.124 eV
SMILES ... C/C(F)=C\C=C\CN
HOMO ... -8.433 eV

Each line ends with the natural charge from an NBO analysis.
Atoms and positions in Å:
C1 -2.2497 1.2652 0.0867  -0.69
C2 -2.4783 -0.0910 -0.2559  0.36
C3 -1.6097 -1.1280 -0.0671  -0.29
C4 -0.1677 -0.8445 0.0749  -0.22
C5 0.7382 -0.0945 -0.4024  -0.21
C6 2.0438 -0.0825 0.3075  -0.25
H1 -2.5840 1.4916 1.3609  0.23
H2 -2.9162 2.1392 -0.6126  0.25
H3 -1.0553 1.3515 0.1367  0.26
H4 -1.7439 -2.3959 0.0034  0.24
H5 0.2904 -1.5386 0.7039  0.18
H6 0.5301 0.4270 -1.3255  0.22
H7 2.2367 -1.0550 0.9190  0.18
H8 1.9646 0.7680 0.9612  0.20
H9 3.9590 0.4635 0.2833  0.34
H10 3.6965 -0.6678 -1.1764  0.35
N1 3.1283 0.3016 -0.6004  -0.80
F1 -3.7830 -0.3097 -0.3973  -0.33


(3)
Below is an isolated molecule of C3H3N3O2 at a distorted geometry, with properties calculated with ωB97M-V with the def2-TZVPD basis set.

Output
Calculated total energy ... -430.678493 a.u.
Relative energy (zero: lowest compared OMol25 entry of this formula, charge and spin) ... 6.598 eV
Gap between HOMO and LUMO ... 7.642 eV
SMILES ... [H]/N=c1/[nH]cc(N=O)o1
HOMO ... -8.327 eV

Each line ends with the natural charge from an NBO analysis.
Atoms and positions in Å:
C1 0.8798 -0.5325 0.3081  0.68
C2 -0.2341 1.3514 0.0208  0.02
C3 -1.1415 0.3485 0.5505  0.19
H1 1.6915 -2.2005 -0.5570  0.37
H2 1.9845 0.9904 -0.3478  0.47
H3 -0.4227 2.3486 -0.2571  0.24
N1 1.9566 -1.2280 -0.1547  -0.81
N2 1.0381 0.7217 0.0449  -0.57
N3 -2.4409 0.0616 -0.1167  0.11
O1 -2.8459 -1.0155 -0.1496  -0.25
O2 -0.4656 -0.8457 0.6588  -0.44


(4)
Below is a cluster of 9 separate species, C18H52N2O9 in total at a distorted geometry, with properties calculated with ωB97M-V with the def2-TZVPD basis set.

Output
Calculated total energy ... -1503.533886 a.u.
Relative energy (zero: lowest compared OMol25 entry of this formula, charge and spin) ... 2.491 eV
Gap between HOMO and LUMO ... 8.167 eV
SMILES ... CC1(C)CCCC(C)(C)N1O.CC1(C)CCCC(C)(C)N1O.O.O.O.O.O.O.O
HOMO ... -8.107 eV

Each line ends with the Löwdin charge.
Atoms and positions in Å:
O1 -4.1356 -17.4757 -9.0602  -0.05
H1 -4.5853 -17.5952 -9.8966  0.01
H2 -4.4708 -16.6445 -8.7241  0.03
O2 -1.1283 -17.1727 -6.5873  -0.05
H3 -1.3324 -16.2410 -6.5062  0.03
H4 -1.8324 -17.5262 -7.1310  0.01
O3 -1.3423 -23.1263 -11.5776  -0.05
H5 -1.4460 -23.6670 -12.3607  0.03
H6 -0.4938 -23.3850 -11.2180  0.02
O4 1.7770 -23.1426 -9.7193  -0.05
H7 1.4591 -22.8548 -8.8635  0.01
H8 2.4369 -22.4928 -9.9611  0.02
O5 -1.6770 -20.3610 -9.4583  -0.04
H9 -1.7760 -21.0280 -10.1376  0.01
H10 -2.3775 -19.7329 -9.6347  0.01
O6 2.2549 -19.6163 -9.7052  -0.05
H11 2.2836 -19.6510 -10.6613  0.03
H12 1.3411 -19.7981 -9.4857  0.02
O7 0.0388 -22.3340 -6.5896  -0.05
H13 0.4361 -21.5275 -6.2612  0.04
H14 -0.7762 -22.0490 -7.0030  0.02
C1 -8.9775 -17.0503 -12.7930  -0.04
C2 -7.7727 -17.0722 -11.8844  -0.47
C3 -7.7492 -18.4537 -11.1348  -0.11
C4 -7.0260 -19.5675 -11.9885  -0.18
C5 -5.7264 -19.2099 -12.6779  -0.14
C6 -5.6723 -17.7727 -13.2821  -0.42
N1 -6.4716 -16.7510 -12.5134  -0.13
O8 -6.4701 -15.5362 -13.1631  -0.02
C7 -4.1528 -17.2217 -13.4941  -0.03
C8 -6.2664 -17.8515 -14.7305  -0.04
C9 -7.9906 -16.0448 -10.6824  -0.04
H15 -9.0049 -17.9216 -13.4472  0.08
H16 -9.0760 -16.1317 -13.3715  0.09
H17 -9.9044 -17.0778 -12.2201  0.08
H18 -7.2667 -18.4446 -10.1574  0.11
H19 -8.7431 -18.8978 -11.0790  0.11
H20 -7.7370 -19.9846 -12.7016  0.10
H21 -6.8155 -20.3987 -11.3156  0.10
H22 -5.5029 -20.0374 -13.3513  0.12
H23 -4.9147 -19.2933 -11.9552  0.10
H24 -4.2010 -16.4590 -14.2713  0.07
H25 -3.6270 -16.8855 -12.6004  0.07
H26 -3.4541 -17.9506 -13.9046  0.07
H27 -6.3819 -16.8733 -15.1973  0.08
H28 -5.4009 -18.1900 -15.3001  0.07
H29 -7.0987 -18.5470 -14.8384  0.08
H30 -9.0167 -16.0713 -10.3157  0.08
H31 -7.8929 -15.0147 -11.0250  0.07
H32 -7.2807 -16.0317 -9.8553  0.07
H33 -5.6207 -15.1425 -12.9507  0.10
C10 -4.9425 -26.4862 -5.6315  -0.03
C11 -3.8324 -25.4494 -5.8373  -0.46
C12 -4.0998 -24.7712 -7.2185  -0.15
C13 -5.0133 -23.5552 -7.2420  -0.16
C14 -4.6078 -22.6125 -6.0378  -0.14
C15 -4.5532 -23.2254 -4.7033  -0.53
N2 -3.6492 -24.4130 -4.7529  -0.09
O9 -3.2845 -25.0673 -3.5346  -0.02
C16 -3.9596 -22.1848 -3.6554  -0.02
C17 -5.9533 -23.5955 -4.2127  -0.03
C18 -2.4301 -26.0818 -5.9257  -0.05
H34 -4.9878 -27.2712 -6.3864  0.08
H35 -4.8272 -27.0073 -4.6810  0.08
H36 -5.9162 -25.9973 -5.6635  0.07
H37 -3.2456 -24.5919 -7.8714  0.11
H38 -4.6669 -25.4263 -7.8798  0.11
H39 -4.9793 -23.0144 -8.1877  0.10
H40 -6.0307 -23.9382 -7.3208  0.10
H41 -5.3666 -21.8359 -5.9412  0.12
H42 -3.6965 -22.0855 -6.3204  0.12
H43 -3.8789 -22.6751 -2.6853  0.08
H44 -4.4161 -21.1985 -3.7390  0.08
H45 -2.9403 -22.0094 -3.9995  0.07
H46 -6.5906 -22.7409 -3.9852  0.08
H47 -5.8622 -24.1762 -3.2947  0.09
H48 -6.4530 -24.1885 -4.9786  0.06
H49 -2.4962 -26.7547 -6.7807  0.08
H50 -1.5967 -25.4003 -6.0964  0.08
H51 -2.1021 -26.6522 -5.0567  0.08
H52 -2.3517 -24.8479 -3.4775  0.10


(5)
Below is a cluster of 11 separate species, C3H28O10S2 in total at a distorted geometry, with properties calculated with ωB97M-V with the def2-TZVPD basis set.

Output
Calculated total energy ... -1679.847152 a.u.
Relative energy (zero: lowest compared OMol25 entry of this formula, charge and spin) ... 0.000 eV
Gap between HOMO and LUMO ... 8.549 eV
SMILES ... CCCSS.O.O.O.O.O.O.O.O.O.O
HOMO ... -8.944 eV

Each line ends with the natural charge from an NBO analysis.
Atoms and positions in Å:
C1 0.1899 1.4585 2.3784  -0.43
C2 0.7535 2.7624 1.7271  -0.61
C3 -1.2971 1.3607 2.0826  -0.53
S1 -1.7732 -0.4141 1.9251  0.02
S2 -3.6982 -0.7934 1.6121  -0.10
H1 0.4078 1.4447 3.4414  0.21
H2 0.7421 0.6786 1.8628  0.20
H3 0.0170 3.2088 1.0604  0.22
H4 0.9518 3.5312 2.4740  0.21
H5 1.6698 2.5825 1.1824  0.22
H6 -1.7137 2.0268 1.3398  0.25
H7 -1.8855 1.6682 2.9555  0.22
H8 -3.7634 -0.7826 0.2723  0.11
H9 -1.8527 -1.7890 -1.4109  0.47
H10 -0.5176 -1.9123 -2.2401  0.51
O1 -1.3062 -1.3563 -2.0623  -0.99
H11 0.8596 -3.0548 -0.6725  0.50
H12 1.4934 -3.2239 -2.1527  0.50
O2 0.8975 -2.7194 -1.6011  -1.01
H13 0.0201 2.8183 -2.6442  0.50
H14 0.5990 4.1855 -2.1501  0.47
O3 0.3453 3.6871 -2.9303  -0.98
H15 4.2591 -2.1832 1.5393  0.49
H16 2.9493 -1.6891 2.0878  0.48
O4 3.3346 -2.4433 1.6234  -0.96
H17 4.0582 -1.0846 -2.3408  0.47
H18 4.1295 -2.5174 -1.7400  0.47
O5 3.7723 -1.9931 -2.4582  -0.94
H19 -0.6018 0.4275 -1.8515  0.52
H20 0.2286 0.9970 -0.9184  0.50
O6 -0.4521 1.3528 -1.5377  -1.03
H21 1.6320 1.9025 -1.5717  0.48
H22 2.7570 2.2777 -2.3735  0.48
O7 2.5439 2.1576 -1.4375  -0.96
H23 -2.1264 2.1755 -0.8469  0.50
H24 -3.1767 3.2348 -1.3493  0.48
O8 -2.7212 2.8902 -0.5808  -0.98
H25 1.3341 -1.1233 -0.4320  0.49
H26 2.3591 -0.0704 -0.8094  0.49
O9 1.4101 -0.2401 -0.7969  -0.97
H27 0.3082 -3.9237 1.1682  0.48
H28 1.7048 -3.5690 1.3221  0.50
O10 1.1126 -3.9943 0.6953  -0.93


What is the formula in the first record? C36H36BrLaN9O2SbSe5